{
  "formula": "C81H184As4F24N2OP4",
  "method": "ωB97M-V with the def2-TZVPD basis set",
  "total_charge": 3,
  "orbital_gap_ev": [8.99, 2.80],
  "multiplicity": 2,
  "e_tot_ev": -437724.409,
  "symbols": ["C", "C", "C", "C", "P", "C", "C", "C", "C", "C", "C", "C", "C", "C", "C", "C", "C", "H", "H", "H", "H", "H", "H", "H", "H", "H", "H", "H", "H", "H", "H", "H", "H", "H", "H", "H", "H", "H", "H", "H", "H", "H", "H", "H", "H", "H", "H", "H", "H", "H", "H", "H", "H", "C", "C", "C", "C", "P", "C", "C", "C", "C", "C", "C", "C", "C", "C", "C", "C", "C", "H", "H", "H", "H", "H", "H", "H", "H", "H", "H", "H", "H", "H", "H", "H", "H", "H", "H", "H", "H", "H", "H", "H", "H", "H", "H", "H", "H", "H", "H", "H", "H", "H", "H", "H", "H", "C", "C", "C", "C", "P", "C", "C", "C", "C", "C", "C", "C", "C", "C", "C", "C", "C", "H", "H", "H", "H", "H", "H", "H", "H", "H", "H", "H", "H", "H", "H", "H", "H", "H", "H", "H", "H", "H", "H", "H", "H", "H", "H", "H", "H", "H", "H", "H", "H", "H", "H", "H", "H", "C", "C", "C", "C", "P", "C", "C", "C", "C", "C", "C", "C", "C", "C", "C", "C", "C", "H", "H", "H", "H", "H", "H", "H", "H", "H", "H", "H", "H", "H", "H", "H", "H", "H", "H", "H", "H", "H", "H", "H", "H", "H", "H", "H", "H", "H", "H", "H", "H", "H", "H", "H", "H", "C", "C", "N", "C", "C", "C", "C", "C", "O", "C", "H", "H", "H", "H", "H", "H", "H", "H", "H", "H", "H", "H", "H", "H", "H", "H", "H", "H", "H", "H", "C", "C", "C", "C", "N", "C", "C", "C", "C", "C", "H", "H", "H", "H", "H", "H", "H", "H", "H", "H", "H", "H", "H", "H", "H", "H", "H", "H", "H", "H", "As", "F", "F", "F", "F", "F", "F", "As", "F", "F", "F", "F", "F", "F", "As", "F", "F", "F", "F", "F", "F", "As", "F", "F", "F", "F", "F", "F"],
  "coordinates": [[6.286, -8.677, 1.877], [4.804, -9.017, 2.006], [3.858, -7.877, 2.378], [2.556, -8.278, 3.076], [1.236, -9.022, 2.084], [0.719, -7.759, 0.865], [0.521, -6.417, 1.614], [-0.217, -5.360, 0.669], [-0.558, -4.080, 1.461], [-0.097, -9.575, 3.099], [0.231, -10.638, 4.135], [-1.043, -11.244, 4.734], [-1.931, -10.273, 5.592], [1.862, -10.408, 1.116], [0.723, -11.120, 0.366], [1.280, -12.024, -0.766], [1.951, -11.296, -1.966], [6.379, -8.102, 0.956], [6.993, -9.500, 1.766], [6.572, -7.988, 2.671], [4.701, -9.779, 2.779], [4.539, -9.521, 1.076], [3.641, -7.412, 1.417], [4.470, -7.192, 2.966], [2.360, -7.328, 3.575], [2.639, -8.948, 3.932], [-0.171, -8.178, 0.396], [1.574, -7.689, 0.194], [1.476, -5.984, 1.913], [0.004, -6.538, 2.565], [-1.103, -5.806, 0.218], [0.593, -5.259, -0.054], [0.260, -3.367, 1.557], [-0.993, -4.444, 2.392], [-1.388, -3.603, 0.939], [-0.876, -9.844, 2.385], [-0.401, -8.665, 3.616], [0.927, -10.390, 4.936], [0.708, -11.540, 3.752], [-0.867, -12.186, 5.255], [-1.657, -11.626, 3.919], [-2.707, -10.823, 6.125], [-2.516, -9.569, 5.000], [-1.302, -9.723, 6.292], [2.409, -10.998, 1.851], [2.644, -10.062, 0.440], [-0.012, -10.523, -0.175], [0.144, -11.641, 1.128], [0.463, -12.614, -1.182], [1.939, -12.706, -0.229], [2.447, -12.012, -2.622], [2.731, -10.645, -1.570], [1.169, -10.745, -2.488], [9.705, -0.447, 5.481], [8.573, -0.147, 6.410], [7.231, 0.391, 5.820], [6.456, -0.692, 4.989], [4.999, -1.534, 5.675], [3.449, -0.549, 5.998], [3.540, 0.569, 7.041], [2.266, 1.525, 7.121], [0.981, 0.902, 7.510], [4.642, -2.918, 4.525], [4.109, -2.731, 3.052], [5.131, -2.623, 2.006], [4.619, -2.446, 0.655], [5.498, -2.243, 7.226], [4.374, -3.047, 7.875], [4.894, -3.767, 9.155], [3.681, -4.365, 9.973], [9.496, -0.984, 4.556], [10.567, -0.874, 5.993], [10.110, 0.487, 5.090], [8.855, 0.679, 7.063], [8.427, -1.023, 7.043], [7.498, 1.289, 5.263], [6.635, 0.757, 6.655], [7.176, -1.423, 4.620], [5.955, -0.220, 4.143], [2.735, -1.237, 6.451], [3.218, -0.043, 5.061], [4.415, 1.134, 6.721], [3.761, 0.171, 8.031], [2.133, 1.974, 6.136], [2.412, 2.349, 7.819], [0.403, 0.428, 6.716], [0.280, 1.669, 7.840], [1.050, 0.042, 8.177], [3.913, -3.527, 5.060], [5.618, -3.403, 4.544], [3.427, -1.882, 3.005], [3.640, -3.686, 2.814], [5.853, -3.432, 2.120], [5.762, -1.806, 2.357], [3.826, -1.705, 0.553], [4.250, -3.349, 0.170], [5.432, -2.159, -0.012], [5.750, -1.299, 7.709], [6.334, -2.904, 6.996], [3.785, -3.650, 7.185], [3.626, -2.379, 8.304], [5.298, -3.019, 9.837], [5.602, -4.566, 8.938], [2.927, -3.633, 10.264], [4.020, -4.969, 10.815], [3.114, -5.069, 9.363], [-7.268, 5.511, -9.859], [-7.691, 4.155, -9.311], [-6.571, 3.158, -9.020], [-7.072, 1.706, -8.934], [-5.884, 0.386, -8.676], [-5.021, 0.707, -7.106], [-5.944, 0.884, -5.887], [-5.160, 0.747, -4.546], [-4.739, -0.716, -4.253], [-6.700, -1.218, -8.786], [-5.872, -2.554, -8.568], [-5.492, -2.922, -7.120], [-6.654, -3.568, -6.302], [-4.605, 0.399, -9.962], [-4.972, 0.063, -11.378], [-3.864, -0.147, -12.397], [-2.966, -1.365, -12.161], [-8.251, 5.863, -10.172], [-6.575, 5.610, -10.695], [-6.826, 6.047, -9.019], [-8.235, 3.711, -10.145], [-8.227, 4.354, -8.382], [-5.999, 3.448, -8.139], [-5.835, 3.228, -9.822], [-7.675, 1.428, -9.798], [-7.813, 1.624, -8.139], [-4.256, 1.479, -7.184], [-4.291, -0.094, -6.986], [-6.759, 0.166, -5.967], [-6.432, 1.858, -5.928], [-5.857, 1.144, -3.807], [-4.274, 1.381, -4.573], [-4.006, -1.117, -4.954], [-5.543, -1.443, -4.148], [-4.144, -0.785, -3.342], [-7.029, -1.157, -9.823], [-7.681, -1.064, -8.336], [-4.886, -2.492, -9.028], [-6.379, -3.415, -9.002], [-5.088, -2.081, -6.557], [-4.648, -3.607, -7.195], [-7.350, -2.826, -5.912], [-6.212, -3.999, -5.404], [-7.207, -4.377, -6.780], [-3.944, -0.356, -9.535], [-4.068, 1.341, -9.849], [-5.605, 0.883, -11.714], [-5.525, -0.874, -11.302], [-3.278, 0.762, -12.267], [-4.187, -0.015, -13.430], [-2.383, -1.376, -11.241], [-2.480, -1.831, -13.019], [-3.631, -2.149, -11.801], [-5.206, 10.195, -0.881], [-3.753, 9.911, -1.264], [-2.811, 10.364, -0.170], [-1.381, 9.792, -0.281], [-0.416, 9.774, 1.303], [1.153, 8.860, 1.018], [1.006, 7.509, 0.409], [2.379, 6.712, 0.231], [2.192, 5.240, -0.091], [-1.323, 9.012, 2.730], [-1.957, 7.606, 2.610], [-3.264, 7.494, 3.245], [-3.955, 6.217, 2.941], [-0.171, 11.561, 1.755], [0.829, 12.335, 0.763], [0.570, 13.847, 0.845], [1.062, 14.298, 2.202], [-5.618, 9.398, -0.264], [-5.812, 10.281, -1.783], [-5.336, 11.108, -0.299], [-3.611, 10.407, -2.224], [-3.658, 8.835, -1.409], [-3.323, 10.144, 0.767], [-2.865, 11.452, -0.130], [-0.821, 10.296, -1.069], [-1.434, 8.730, -0.521], [1.459, 8.786, 2.061], [1.867, 9.418, 0.411], [0.584, 7.629, -0.589], [0.343, 6.840, 0.958], [2.940, 6.612, 1.160], [3.065, 7.181, -0.473], [3.108, 4.671, -0.249], [1.557, 5.115, -0.968], [1.764, 4.768, 0.794], [-2.067, 9.733, 3.070], [-0.537, 8.905, 3.478], [-1.240, 6.896, 3.022], [-2.167, 7.269, 1.595], [-3.850, 8.341, 2.887], [-3.127, 7.530, 4.326], [-4.224, 6.053, 1.897], [-4.963, 6.158, 3.352], [-3.439, 5.313, 3.266], [0.303, 11.451, 2.730], [-1.153, 12.029, 1.824], [0.601, 12.052, -0.264], [1.869, 12.061, 0.944], [-0.466, 14.139, 0.670], [1.003, 14.449, 0.046], [2.082, 14.007, 2.451], [0.521, 13.874, 3.048], [0.977, 15.376, 2.334], [1.614, -2.753, -3.895], [1.234, -1.604, -2.861], [-0.170, -0.905, -3.079], [0.009, 0.060, -4.273], [-1.311, -1.894, -3.536], [-1.639, -2.942, -2.496], [-0.662, 0.014, -1.879], [0.403, 0.849, -1.120], [1.314, 0.016, -0.492], [2.435, 0.765, 0.067], [1.851, -2.278, -4.847], [0.894, -3.536, -4.136], [2.534, -3.271, -3.623], [1.926, -0.763, -2.877], [1.171, -2.064, -1.875], [0.187, -0.363, -5.262], [0.862, 0.733, -4.184], [-0.897, 0.658, -4.366], [-0.965, -2.351, -4.463], [-2.242, -1.344, -3.670], [-0.673, -3.414, -2.317], [-2.199, -3.790, -2.888], [-2.066, -2.588, -1.558], [-0.981, -0.740, -1.159], [-1.564, 0.607, -2.028], [-0.045, 1.509, -0.377], [0.851, 1.444, -1.916], [2.369, 0.478, 1.117], [2.439, 1.823, -0.196], [3.377, 0.317, -0.251], [1.211, 6.041, 4.648], [0.074, 5.105, 5.021], [-0.173, 3.983, 3.997], [-1.145, 2.937, 4.560], [-1.244, 1.662, 3.643], [-1.957, 0.647, 4.483], [-1.518, -0.705, 3.981], [-0.367, -0.555, 3.038], [0.078, 0.859, 3.408], [-1.966, 1.891, 2.290], [2.096, 5.476, 4.353], [1.508, 6.806, 5.365], [0.870, 6.637, 3.801], [-0.748, 5.821, 5.060], [0.194, 4.768, 6.051], [0.785, 3.504, 3.794], [-0.584, 4.405, 3.080], [-2.155, 3.342, 4.617], [-0.827, 2.629, 5.556], [-3.026, 0.818, 4.353], [-1.758, 0.750, 5.550], [-2.360, -1.272, 3.583], [-1.143, -1.258, 4.842], [-0.635, -0.600, 1.983], [0.343, -1.380, 3.099], [0.710, 1.465, 2.760], [0.626, 0.885, 4.350], [-2.258, 0.992, 1.747], [-1.344, 2.614, 1.762], [-2.942, 2.288, 2.569], [-4.216, -1.404, 0.888], [-3.847, -2.789, 1.879], [-4.127, -0.293, 2.366], [-4.567, 0.073, -0.027], [-4.271, -2.471, -0.595], [-5.981, -1.548, 1.208], [-2.483, -1.228, 0.547], [5.064, 0.618, -4.984], [4.551, 1.253, -3.370], [5.375, -1.012, -4.229], [5.479, -0.086, -6.565], [4.885, 2.246, -5.778], [6.815, 0.989, -4.654], [3.382, 0.251, -5.369], [4.277, 2.497, 2.875], [4.708, 2.232, 1.149], [3.785, 0.735, 3.053], [3.828, 2.757, 4.606], [4.697, 4.263, 2.739], [2.568, 2.859, 2.376], [5.952, 2.210, 3.422], [-1.141, -2.342, -7.861], [0.143, -2.633, -6.628], [-2.225, -1.524, -6.615], [-2.500, -2.270, -9.081], [0.016, -3.059, -9.035], [-1.701, -3.996, -7.443], [-0.517, -0.684, -8.281]],
  "atomic_forces_ev_per_a": [[-0.4, 1.3, -0.6], [0.5, -1.7, 0.5], [1.1, -1.1, -1.4], [0.4, 0.5, 0.8], [1.3, 0.9, -1.4], [0.4, -0.1, 1.8], [-1.2, 0.6, -1.0], [1.8, -0.9, 1.6], [-0.8, -0.9, -1.1], [0.3, 0.7, 0.6], [-0.3, -1.9, 0.5], [-1.6, 0.6, 0.3], [0.5, -0.7, -0.5], [0.0, 0.7, 0.1], [0.2, -0.4, -0.7], [0.0, -0.4, 0.4], [-0.2, -0.4, 1.5], [0.3, 0.2, -0.1], [-0.4, -0.2, 0.4], [0.3, -0.3, 0.2], [0.0, -0.2, 0.2], [-0.3, 0.1, 0.0], [-0.3, 0.7, 0.1], [-0.5, 0.2, 0.3], [-1.4, -0.1, -0.1], [0.7, -0.3, 0.0], [0.0, 0.4, -0.3], [-0.3, -0.1, -0.4], [0.2, -0.1, -0.3], [-0.4, -0.2, 0.0], [0.1, 0.1, 0.0], [-0.5, 0.6, -0.7], [0.1, -0.2, 0.3], [0.3, 0.5, 0.4], [0.1, 0.4, 0.1], [-0.2, -0.3, 0.2], [-0.5, 0.1, 0.1], [-0.1, 0.9, 0.0], [0.3, 0.2, -0.9], [0.6, 0.3, 0.5], [-0.1, 0.2, -0.4], [0.3, -0.1, 0.2], [0.3, 0.2, -0.3], [-0.2, 0.0, 0.2], [-0.2, -0.7, -0.1], [-0.2, 0.3, -0.1], [0.1, 1.0, 0.4], [0.0, -0.6, -0.3], [-0.1, -0.1, 0.2], [0.4, -0.3, -0.5], [-0.3, 0.1, 0.0], [0.0, 0.3, -0.4], [0.3, 0.2, -0.2], [1.0, 1.0, -1.1], [-1.1, 0.3, 0.6], [0.6, -1.1, 0.4], [-0.5, 1.5, 0.1], [-0.2, 0.1, -0.5], [0.7, 0.3, 0.5], [0.2, 1.1, 0.1], [1.6, -0.4, -0.8], [-1.6, -1.2, -0.2], [-0.4, 0.7, -0.3], [-0.5, -1.0, 1.7], [2.3, 0.8, 1.9], [0.1, 0.0, -2.3], [-1.0, -0.4, -0.9], [0.2, 0.5, 1.9], [-2.1, -0.5, 0.4], [0.5, -0.5, -1.1], [-0.3, -0.5, 0.3], [-0.3, -0.4, 0.0], [0.0, 0.3, 0.0], [0.4, -0.2, 0.3], [-0.4, 0.0, 0.2], [-0.4, -0.2, -0.5], [-0.1, -0.1, 0.1], [-0.3, -0.3, -0.1], [0.4, 0.2, -0.5], [-0.3, -0.5, -1.0], [-0.6, -0.5, -0.2], [-0.2, 0.6, 0.4], [-0.1, -0.1, 0.1], [0.3, 0.2, -0.1], [0.7, -0.1, -0.1], [0.3, 0.0, -0.8], [0.1, -0.2, 0.7], [0.1, 0.5, 0.8], [0.2, -0.2, 0.1], [0.0, -0.5, -0.2], [-0.3, -0.2, 0.0], [-1.0, 0.1, 0.3], [-0.2, -0.5, -0.4], [0.2, 0.7, -0.7], [0.0, 0.2, 0.3], [-0.2, -0.3, 0.4], [0.0, 0.3, -0.1], [0.5, -0.4, 0.9], [0.4, 0.3, 0.3], [0.5, -0.5, 0.0], [-0.1, 0.4, -0.2], [0.6, 0.0, -0.3], [0.2, 0.2, 0.0], [0.4, 0.3, 0.3], [0.0, 0.4, 0.2], [0.1, -0.2, -0.3], [-0.3, 0.0, 0.8], [1.3, -0.8, -0.9], [0.8, -0.2, -0.3], [-0.9, 0.0, 0.3], [1.3, 0.4, -0.3], [0.4, -0.4, 0.0], [0.8, 0.0, -0.2], [-0.9, -0.9, -0.8], [0.6, 0.3, 0.3], [-0.1, -0.3, -0.4], [0.3, 0.9, 1.0], [-1.2, -0.5, 0.1], [1.0, 0.4, 0.5], [0.9, 0.0, 1.2], [-1.1, -0.5, -0.3], [1.7, 1.3, 0.5], [-1.5, -1.1, 0.9], [0.4, 1.1, 0.1], [-0.1, -0.7, -0.1], [-0.3, 0.6, -0.2], [-0.9, -0.2, 0.6], [-0.6, -0.3, -0.4], [-0.1, -0.1, 0.3], [0.0, -0.1, -0.3], [0.2, 0.1, -0.4], [0.0, 0.0, 0.4], [-0.5, 0.8, -0.4], [-0.4, -0.8, 0.2], [0.0, -0.3, 0.4], [0.1, 0.2, 0.0], [0.3, -0.2, 0.4], [0.0, 0.1, 0.0], [-0.3, 0.2, -0.7], [-0.2, 0.3, -0.1], [-0.4, 0.3, 0.6], [0.2, -0.2, -0.5], [0.1, -0.7, 0.9], [-0.2, 0.4, -0.7], [-0.2, 0.3, -0.2], [-0.1, 0.1, -0.1], [-0.1, -0.2, 0.0], [-0.2, 0.1, -0.3], [0.0, -0.2, 0.1], [0.1, 0.2, -0.3], [0.5, -0.2, -0.1], [0.1, 0.2, -0.1], [-0.4, -0.2, -0.3], [-0.5, 0.0, -0.4], [0.6, 0.2, -0.2], [-0.5, -0.6, 0.1], [0.8, 0.9, -0.5], [0.3, 0.6, 0.1], [-0.6, -0.5, -0.4], [-0.3, -0.2, 0.1], [-0.8, -0.1, -0.2], [-0.1, 0.4, 0.2], [-0.5, -0.3, 1.2], [-0.8, 1.2, -1.3], [-0.5, 0.8, 1.0], [1.1, -1.9, -1.0], [0.0, 0.1, 0.7], [-0.6, -0.2, -0.2], [0.4, -0.4, -0.7], [1.6, -0.1, -1.5], [-0.9, 0.4, 1.4], [-1.6, -1.3, -0.6], [1.9, -1.0, -0.8], [-1.9, -0.2, -0.5], [0.5, 0.0, 0.6], [-0.1, 0.9, 0.9], [0.0, -0.1, 0.0], [-0.1, 0.0, 0.1], [0.2, 0.2, -0.1], [0.6, 0.0, 0.0], [0.2, -0.1, -0.2], [0.3, -0.7, 0.4], [0.6, 0.2, -0.3], [0.2, 0.0, 0.1], [-0.1, -0.1, -0.4], [0.8, 0.0, 0.0], [-0.1, 0.5, 0.3], [-0.1, -0.2, -0.1], [-0.2, 0.1, 0.2], [-0.1, 0.9, 0.4], [-0.3, 0.2, -0.2], [0.3, 0.5, -0.2], [-0.2, -0.3, 0.0], [-0.5, -0.2, -0.1], [0.1, 0.2, 0.0], [0.0, 0.5, 0.3], [0.0, -0.2, 0.0], [0.6, 0.3, -0.5], [-0.4, 0.0, 0.4], [-0.3, 0.5, 0.2], [0.6, 0.3, -0.5], [0.1, 0.2, 0.6], [0.3, 0.1, 0.2], [-0.2, 0.5, 0.3], [0.1, 0.0, 0.0], [0.0, -0.4, -0.1], [-0.1, 0.2, 0.2], [-0.4, -0.6, 0.5], [0.8, -0.5, -0.1], [0.3, 0.1, -0.6], [-0.5, -0.1, -0.2], [0.1, 0.0, 0.0], [0.0, 1.5, -0.5], [-1.2, -1.2, 0.0], [-0.1, 1.7, -1.8], [-0.2, 0.5, -0.3], [-0.5, 0.1, 1.0], [1.7, -0.6, 0.2], [0.7, -2.5, 1.5], [-1.8, -1.1, -3.0], [1.9, 1.2, 0.7], [-0.5, -0.5, -0.4], [0.0, 0.0, -0.1], [-0.4, 0.3, 0.5], [0.0, 0.4, 0.6], [0.3, -0.3, -0.2], [0.0, 0.2, 0.2], [-0.2, -1.0, 0.3], [0.2, -0.1, 0.7], [-0.1, -0.1, 0.2], [0.0, 0.4, 0.0], [0.6, 0.6, -0.5], [0.1, -0.3, 0.7], [-0.5, 0.5, -0.2], [-0.2, 0.0, -0.2], [-0.2, -0.1, 0.1], [0.3, 0.0, -1.0], [-0.1, 0.2, 0.2], [1.0, 0.6, 0.4], [0.1, 0.3, 0.6], [-0.3, -0.1, 0.2], [0.2, -0.4, -0.4], [0.6, -0.1, -0.8], [-0.3, 1.1, 0.3], [-0.1, -0.1, 0.9], [0.6, 0.1, -1.7], [0.7, -1.0, 0.7], [-1.5, -0.1, -0.4], [-0.9, -1.7, 0.8], [0.2, 1.0, -1.1], [0.6, 1.4, 0.1], [-0.1, 0.6, 1.8], [0.2, 0.2, -0.1], [-0.2, -0.4, 0.5], [0.2, -0.1, -0.5], [-0.8, -0.5, 0.1], [0.1, -0.5, -0.1], [0.1, 0.0, -0.2], [0.2, 0.1, -0.2], [-0.1, -0.2, 0.0], [0.0, -0.3, -0.2], [0.0, -0.1, 0.0], [0.4, 0.4, -0.3], [0.1, 0.0, -0.1], [-0.1, -0.2, 0.1], [-0.5, 0.2, -0.1], [0.4, 0.5, 0.6], [-0.1, -0.3, -0.5], [-0.2, -0.1, 0.3], [0.8, -0.3, 0.2], [-0.3, -0.1, -0.2], [0.1, 0.5, -0.1], [-2.9, 0.0, -0.2], [0.0, 0.7, -0.3], [0.6, -1.2, -1.4], [0.7, -1.0, 0.2], [-0.1, 1.5, 1.8], [2.3, -0.2, -0.5], [-0.1, 0.5, 0.3], [2.5, 0.1, -1.5], [0.1, -0.5, -1.1], [-0.9, 1.6, -0.4], [-0.3, 0.6, 1.5], [0.0, -1.8, 1.4], [-2.3, -0.2, -0.1], [0.2, 0.0, 0.8], [1.3, 2.1, 0.5], [-0.8, -0.1, 1.9], [0.5, 1.4, -0.3], [0.0, -0.5, -1.8], [-0.9, -2.3, 0.0], [1.2, -0.5, 0.3], [-1.9, -0.4, -0.8], [1.1, -0.9, -1.2], [-1.2, 1.0, -0.3], [1.0, -0.9, -1.0], [1.5, 0.3, 1.5], [-1.7, 1.0, 1.0], [0.0, 1.8, -0.1], [-1.1, -2.0, 0.7]]
}